# 1
76
Properties=species:S:1:pos:R:3:forces:R:3:lowdin_spin:R:1 method="wB97M-V/def2-TZVPD" multiplicity=5 s2=6.013 total_energy_ev=-113165.9377 max_force_ev_per_a=0.57 charge=+2 homo_energy_ev="-13.6 / -13.7" homo_lumo_gap_ev="8.2 / 5.5" e_lumo_ev="-5.446 / -8.256" e_above_lowest_kcal_mol=43.1
Ir 0.792 -0.589 -0.772 -0.45 -0.03 0.28 2.27
Cl 5.919 -0.459 4.130 0.01 0.03 0.01 0.01
C 4.456 -0.253 3.277 -0.04 -0.01 0.07 0.02
C 4.470 -0.103 1.894 0.09 0.03 -0.12 0.00
Cl 5.942 -0.076 1.022 -0.03 -0.01 -0.01 0.00
C 3.263 0.033 1.226 -0.15 0.02 -0.09 0.02
Cl 3.226 0.214 -0.506 0.23 -0.14 -0.27 0.07
C 2.026 0.033 1.867 0.04 0.06 0.06 0.02
O 0.875 0.150 1.193 0.04 -0.20 -0.13 0.35
C 2.036 -0.099 3.258 -0.17 -0.01 0.07 0.02
Cl 0.523 -0.107 4.075 0.05 -0.06 0.03 0.01
C 3.231 -0.243 3.956 0.02 -0.01 0.05 0.00
Cl 3.202 -0.415 5.652 0.00 -0.01 0.04 0.00
C 2.920 4.456 -0.371 0.03 0.14 0.07 0.01
C 1.516 4.700 0.163 -0.14 -0.46 -0.07 0.11
C 0.811 5.883 -0.482 0.10 0.11 0.09 0.03
Sb 0.386 2.806 -0.077 -0.32 0.41 -0.24 0.48
C -0.175 2.484 -2.185 0.32 -0.04 0.19 0.08
C 0.829 1.585 -2.901 -0.05 0.10 0.03 0.08
C -0.342 3.806 -2.926 -0.09 -0.03 -0.02 0.03
C -1.564 2.898 0.881 0.30 0.02 0.03 0.05
C -1.436 2.543 2.357 -0.10 0.03 -0.02 0.00
C -2.196 4.270 0.655 -0.07 -0.07 0.00 0.02
H 3.541 5.325 -0.141 -0.01 -0.02 -0.03 0.00
H 2.921 4.337 -1.456 0.00 -0.02 0.01 0.00
H 3.398 3.585 0.079 0.00 0.00 0.01 0.00
H 1.515 4.783 1.251 0.05 0.07 0.01 0.00
H 0.855 5.843 -1.567 0.01 0.01 0.01 0.00
H 1.341 6.789 -0.171 0.00 -0.02 -0.01 0.01
H -0.225 5.999 -0.174 0.00 0.00 0.00 0.00
H -1.141 1.982 -2.093 -0.03 0.00 -0.03 0.00
H 1.843 1.983 -2.857 0.02 -0.02 -0.02 0.00
H 0.558 1.453 -3.951 -0.03 -0.01 0.02 0.00
H 0.864 0.554 -2.473 0.01 0.12 -0.27 0.04
H 0.607 4.329 -3.033 0.00 -0.03 -0.02 0.00
H -1.056 4.472 -2.442 0.02 0.02 -0.01 0.00
H -0.717 3.604 -3.934 0.00 -0.01 0.02 0.01
H -2.133 2.132 0.345 -0.01 -0.01 0.01 0.00
H -0.860 3.300 2.894 -0.01 -0.01 0.00 0.00
H -0.956 1.578 2.513 -0.02 0.00 -0.01 0.00
H -2.430 2.511 2.809 0.02 0.02 0.01 0.00
H -1.652 5.048 1.191 -0.01 -0.01 0.01 0.00
H -3.213 4.256 1.054 0.01 0.00 -0.01 0.01
H -2.262 4.546 -0.398 -0.01 0.01 0.01 0.00
F -0.246 -7.273 0.438 -0.11 -0.02 0.07 0.00
C 0.844 -6.999 -0.285 0.01 0.07 -0.03 0.00
F 1.902 -7.483 0.363 0.11 -0.03 0.06 0.00
F 0.738 -7.624 -1.455 0.01 -0.04 -0.09 0.00
C 0.970 -5.499 -0.463 -0.05 -0.02 -0.01 0.00
C 1.109 -4.700 0.662 0.02 -0.06 0.01 0.00
C 1.175 -3.336 0.492 0.00 -0.01 -0.04 0.01
N 1.109 -2.767 -0.722 0.15 0.11 0.25 0.12
C 0.990 -3.540 -1.802 0.05 0.07 -0.02 0.02
C 0.919 -4.917 -1.716 0.01 -0.07 0.00 0.01
H 1.160 -5.132 1.653 0.01 0.02 0.00 0.00
H 1.279 -2.672 1.343 -0.01 0.02 -0.02 0.00
H 0.954 -3.044 -2.764 -0.01 0.02 0.02 0.01
H 0.822 -5.516 -2.609 0.01 0.00 -0.01 0.00
C -2.807 -2.790 1.110 0.08 -0.05 -0.02 0.00
C -3.127 -2.541 -0.361 -0.12 0.13 -0.05 0.00
C -4.246 -1.506 -0.498 -0.01 -0.02 -0.05 0.00
C -3.526 -3.845 -1.041 0.05 -0.01 -0.02 0.00
N -1.879 -2.116 -1.050 0.09 -0.17 0.11 0.01
N -1.405 -0.815 -0.659 0.25 -0.06 -0.02 0.05
H -3.661 -3.259 1.597 0.01 0.04 0.01 0.00
H -2.602 -1.868 1.665 0.00 -0.02 0.00 0.00
H -1.949 -3.459 1.207 -0.04 0.01 0.01 0.00
H -5.161 -1.881 -0.040 0.01 0.02 0.00 0.00
H -4.464 -1.299 -1.549 0.00 0.00 0.03 0.00
H -4.004 -0.565 0.006 -0.02 -0.02 0.01 0.00
H -4.356 -4.306 -0.508 0.00 0.01 -0.03 0.00
H -2.689 -4.546 -1.046 -0.03 0.00 0.02 0.00
H -3.847 -3.671 -2.072 0.03 -0.02 0.02 0.00
H -2.014 -2.111 -2.057 -0.03 0.12 0.03 0.00
H -1.503 -0.775 0.356 -0.08 0.01 -0.01 0.00
H -1.992 -0.068 -1.031 -0.04 -0.01 0.02 0.01

=====

# 2
65
Properties=species:S:1:pos:R:3:forces:R:3:lowdin_spin:R:1 method="wB97M-V/def2-TZVPD" multiplicity=5 s2=6.320 total_energy_ev=-59034.5940 max_force_ev_per_a=2.86 charge=-1 homo_energy_ev="-1.4 / -1.2" homo_lumo_gap_ev="4.1 / 3.8" e_lumo_ev="2.636 / 2.635" e_above_lowest_kcal_mol=0.0
O 0.169 -2.462 -5.285 -0.26 -0.73 -1.48 0.00
C -0.193 -3.184 -6.525 0.27 0.34 0.46 0.00
C -0.338 -4.544 -5.805 0.26 1.62 0.36 0.00
H 0.647 -3.158 -7.240 -0.49 0.24 0.13 0.00
H -1.135 -2.809 -6.966 0.54 0.05 0.12 0.00
C -0.087 -3.646 -4.498 -0.09 -0.97 -0.35 0.00
H 0.457 -5.226 -6.114 -0.12 -0.10 0.44 0.00
H -1.330 -4.994 -5.893 0.26 -0.04 0.16 0.00
C 1.121 -4.043 -3.675 0.41 -0.41 0.12 0.00
H 2.053 -3.759 -4.173 -0.22 -0.14 -0.16 0.00
H 1.138 -5.130 -3.553 -0.05 -0.02 0.03 0.00
H 1.175 -3.619 -2.672 -0.29 0.28 -0.04 0.00
C -1.356 -3.463 -3.695 -0.56 -0.05 0.39 0.00
H -1.975 -2.678 -4.127 0.09 0.06 -0.15 0.00
H -1.199 -3.197 -2.651 0.29 0.05 -0.06 0.00
H -1.963 -4.364 -3.694 -0.01 -0.31 0.03 0.00
Cr 0.671 0.120 -0.279 0.87 -0.47 2.69 3.75
C -1.656 0.708 -0.871 -0.57 0.54 0.57 0.04
C -0.870 1.881 -0.776 -0.10 -0.10 -1.19 0.04
C 0.254 1.732 -1.654 -1.15 -1.00 -1.15 0.04
H -1.173 2.800 -0.277 0.28 -0.38 0.11 0.00
C 0.147 0.404 -2.290 -1.30 1.67 0.04 0.06
C -1.004 -0.254 -1.684 0.10 0.47 -1.71 0.06
H -1.400 -1.249 -1.943 0.30 0.81 0.14 0.01
H -2.694 0.672 -0.480 1.03 -0.44 0.09 0.01
H 0.988 2.488 -1.895 -0.14 -0.01 0.06 0.01
H 0.793 0.105 -3.101 -0.25 -0.41 0.30 0.01
C 1.909 0.267 2.185 0.28 -0.81 -1.15 0.00
C 1.618 -1.150 2.613 0.26 -1.16 0.67 -0.08
C 1.613 -2.004 1.529 1.13 0.66 1.16 0.00
H 1.435 -1.420 3.655 -0.36 0.12 -0.34 -0.01
C 2.193 -1.299 0.411 -0.71 -0.10 -0.66 -0.06
C 2.486 0.099 0.778 0.10 -0.24 -0.66 -0.13
H 3.313 0.728 0.415 -0.10 -0.59 0.23 -0.01
H 2.504 0.878 2.867 -0.17 0.03 0.12 0.00
H 1.368 -3.089 1.607 0.14 1.02 -0.33 0.00
H 2.478 -1.767 -0.518 0.28 -0.12 0.04 0.00
O 2.781 -0.504 -2.616 1.82 0.83 -1.92 0.01
C 3.419 -1.112 -3.773 0.20 -0.23 0.15 0.00
C 3.871 0.002 -4.758 -0.27 -0.01 0.15 0.00
H 2.730 -1.825 -4.259 0.11 0.46 0.43 0.00
H 4.327 -1.683 -3.457 -0.55 0.30 0.03 0.00
C 3.919 1.270 -3.882 -0.17 -0.14 0.19 0.00
H 3.177 0.143 -5.607 0.20 -0.22 0.47 0.00
H 4.856 -0.246 -5.171 -0.18 0.04 0.01 0.00
C 3.417 0.811 -2.503 -0.21 -0.32 0.58 0.01
H 3.277 2.062 -4.284 0.19 -0.16 0.03 0.00
H 4.938 1.660 -3.761 -0.24 0.00 -0.22 0.00
H 2.700 1.506 -2.051 0.11 -0.44 -0.16 0.00
H 4.263 0.755 -1.807 -0.10 -0.28 -0.03 0.00
C -1.903 0.667 4.527 0.04 -0.27 0.09 0.01
C -1.509 1.780 3.554 0.41 -0.30 -1.01 0.03
C -2.688 2.114 2.647 -0.50 0.13 -0.15 0.01
C -1.117 3.020 4.370 0.27 0.10 -0.01 0.01
C -0.410 1.311 2.628 0.34 0.17 0.49 0.20
C 0.535 0.839 1.979 -1.55 1.05 2.14 -0.02
H -2.643 1.045 5.241 0.00 -0.02 -0.05 0.00
H -1.036 0.308 5.090 -0.06 0.06 -0.08 0.00
H -2.339 -0.190 4.003 0.13 0.11 -0.01 0.00
H -3.582 2.412 3.206 0.04 0.02 0.13 0.00
H -2.409 2.938 1.987 -0.09 -0.10 -0.07 0.00
H -2.946 1.242 2.039 0.05 0.15 -0.01 0.00
H -0.185 2.833 4.912 -0.08 0.05 -0.03 0.00
H -0.977 3.905 3.740 0.06 -0.20 -0.02 0.00
H -1.898 3.261 5.106 0.07 -0.12 -0.16 0.00

=====

# 3
98
Properties=species:S:1:pos:R:3:forces:R:3:lowdin_charge:R:1 method="wB97M-V/def2-TZVPD" multiplicity=1 total_energy_ev=-137392.2017 max_force_ev_per_a=3.75 homo_energy_ev=-10.6 homo_lumo_gap_ev=10.7 e_lumo_ev=0.128 e_above_lowest_kcal_mol=0.0
C 1.088 -1.654 -6.379 0.51 -0.01 -1.56 -0.02
C 1.695 -0.299 -6.924 1.51 -3.14 1.38 -0.23
O 1.511 -0.355 -8.291 0.10 0.37 1.12 0.14
C 1.135 -1.623 -8.657 0.63 -1.07 -1.03 -0.54
O 1.173 -1.978 -9.793 -0.43 0.21 0.37 0.17
O 0.838 -2.415 -7.612 0.13 1.49 0.23 0.07
F 3.087 -0.316 -6.525 -0.83 -0.27 -1.20 -0.03
H 0.146 -1.540 -5.863 -0.01 0.06 0.23 0.09
H 1.848 -2.259 -5.875 -0.28 0.58 0.38 0.14
H 1.429 0.545 -6.382 -1.40 1.76 0.06 0.13
C -4.167 0.310 1.427 -0.87 0.18 -1.53 -0.04
C -5.399 -0.553 1.092 0.63 0.49 0.71 -0.30
O -4.966 -1.827 1.390 0.03 0.20 -0.41 0.12
C -3.589 -1.861 1.289 -1.27 -0.21 -0.34 -0.55
O -3.067 -2.912 1.236 1.56 -0.44 0.05 0.19
O -3.083 -0.623 1.211 -0.30 0.29 0.48 0.09
F -5.784 -0.455 -0.244 0.23 -0.04 0.96 0.04
H -4.242 0.688 2.451 0.45 -0.24 -0.12 0.14
H -4.150 1.146 0.702 0.58 -0.45 0.50 0.15
H -6.200 -0.335 1.773 -0.90 0.24 -0.35 0.16
C 1.848 -3.222 3.986 0.30 -0.12 1.59 0.01
C 0.384 -2.824 3.793 0.21 -0.38 2.60 -0.24
O 0.258 -1.642 4.585 0.10 0.00 -0.53 0.11
C 1.426 -1.352 5.258 -0.79 -2.09 -1.77 -0.59
O 1.603 -0.365 5.860 0.04 1.73 1.32 0.17
O 2.292 -2.337 5.086 0.17 -0.71 -0.81 0.07
F -0.436 -3.799 4.380 0.57 0.69 -0.47 0.03
H 2.514 -3.068 3.150 -0.11 0.22 -0.29 0.13
H 1.957 -4.249 4.387 -0.28 0.56 -0.46 0.15
H 0.027 -2.651 2.821 -0.35 0.20 -1.27 0.14
O 2.495 -0.272 2.182 -0.57 -0.53 0.14 0.11
C 3.162 0.441 2.882 0.15 0.60 -1.52 -0.48
O 3.733 0.002 3.977 -0.04 -0.99 0.24 0.03
C 4.469 0.991 4.637 1.16 0.89 1.84 -0.15
C 4.590 2.204 3.677 -1.68 0.06 0.48 -0.11
C 3.516 1.880 2.611 -0.22 0.47 1.35 -0.06
H 5.483 0.549 4.882 -1.20 0.54 -0.18 0.14
H 3.938 1.220 5.590 0.42 -0.13 -0.60 0.13
H 5.582 2.150 3.311 0.88 0.41 -0.80 0.09
H 4.378 3.211 4.105 0.44 -0.93 0.09 0.13
H 3.844 2.087 1.623 0.25 -0.30 -0.98 0.11
H 2.581 2.469 2.683 0.54 -0.24 0.28 0.11
O 1.597 3.148 0.754 -0.09 -1.03 -0.21 0.10
C 1.034 4.138 0.387 -0.04 1.03 0.63 -0.52
O -0.068 4.168 -0.346 -0.15 -0.94 -0.40 0.05
C -0.516 5.495 -0.602 0.79 0.61 1.19 -0.13
C 0.698 6.391 -0.266 0.40 0.65 0.64 -0.12
C 1.464 5.538 0.776 -0.61 -0.55 0.29 -0.06
H -1.303 5.725 0.081 -0.72 -0.04 0.58 0.11
H -0.926 5.515 -1.584 0.12 0.20 -0.91 0.12
H 0.473 7.414 0.130 -0.17 -0.97 -0.48 0.13
H 1.315 6.511 -1.144 0.25 0.09 -0.31 0.11
H 1.079 5.661 1.844 0.67 0.11 -1.32 0.15
H 2.568 5.462 0.732 -0.61 0.81 0.17 0.13
C -1.344 1.762 5.014 -0.48 1.16 -0.11 -0.16
C -0.003 2.447 4.890 0.25 -1.17 2.10 -0.15
O 0.090 2.852 3.540 1.38 0.19 -0.30 -0.17
S -1.280 2.911 2.842 -3.32 -0.53 1.22 0.54
O -1.533 1.919 1.885 0.83 -1.97 -0.66 -0.19
O -1.648 4.190 2.438 0.22 2.84 -0.22 -0.20
O -2.174 2.573 4.186 0.28 0.93 -1.12 -0.19
H -1.720 1.815 6.034 -0.06 -0.39 -0.13 0.15
H -1.384 0.818 4.526 0.43 -1.33 0.39 0.12
H 0.713 1.651 5.111 0.52 0.53 -0.18 0.11
H 0.076 3.285 5.625 0.08 -0.36 -1.00 0.16
C -4.087 -2.164 -2.525 1.03 -2.49 -0.64 -0.15
C -4.433 -3.055 -3.741 0.87 -0.29 0.55 -0.16
O -4.496 -2.107 -4.810 0.55 0.48 -0.09 -0.19
S -3.331 -1.004 -4.629 -0.85 0.73 -0.12 0.63
O -3.852 0.318 -4.790 -0.16 -0.86 0.45 -0.22
O -2.240 -1.342 -5.479 0.44 -0.56 0.75 -0.23
O -3.064 -1.307 -3.052 0.45 0.28 -0.78 -0.20
H -3.665 -2.851 -1.713 -0.57 1.55 -0.78 0.15
H -4.980 -1.606 -2.318 -0.14 0.40 0.73 0.11
H -5.424 -3.408 -3.567 -0.67 -0.59 -0.29 0.12
H -3.714 -3.913 -3.968 -0.81 1.29 0.33 0.16
C 2.386 0.172 -0.603 1.21 1.29 0.02 -0.14
C 0.944 -0.172 -0.282 1.39 -0.31 0.57 -0.22
O 0.207 0.041 -1.449 0.37 0.00 -3.12 -0.18
S 1.258 0.424 -2.690 0.85 0.36 2.37 0.63
O 1.423 1.836 -2.687 -0.45 -0.01 -0.34 -0.21
O 1.008 -0.288 -3.872 -0.94 -0.68 -0.98 -0.21
O 2.564 -0.230 -2.039 -1.03 0.25 1.34 -0.19
H 3.132 -0.288 0.087 -0.69 0.10 -1.18 0.13
H 2.506 1.294 -0.600 0.02 -1.19 0.20 0.12
H 0.569 0.501 0.429 -0.39 0.83 1.25 0.10
H 0.885 -1.182 0.100 -0.39 -0.49 -0.24 0.12
C -0.283 -3.176 -2.347 0.96 1.28 0.42 -0.16
C 0.909 -4.179 -2.337 -2.30 -0.95 -0.47 -0.11
O 0.450 -5.342 -1.560 -0.22 1.22 0.12 -0.17
S -0.547 -4.710 -0.464 0.26 0.44 -0.84 0.61
O 0.255 -4.004 0.489 -0.29 0.29 -0.41 -0.23
O -1.495 -5.649 -0.049 -0.54 -0.85 0.30 -0.19
O -1.299 -3.717 -1.515 0.60 -0.74 1.07 -0.20
H -0.725 -2.900 -3.294 -0.01 -0.36 -0.33 0.12
H 0.098 -2.241 -1.891 -0.44 -0.43 -0.30 0.10
H 1.704 -3.702 -1.884 1.85 0.59 1.15 0.10
H 1.186 -4.541 -3.297 0.10 -0.38 -0.76 0.12